No. 1
90
Properties=species:S:1:pos:R:3:mulliken_charge:R:1 method="wB97M-V/def2-TZVPD" total_charge=+1 spin_multiplicity=2 e_homo_ev="-10.4677 / -10.4896" e_above_lowest_kcal_mol=18.5
Re 0.4882 0.5422 0.5572 -0.1999
As -1.7454 -0.2320 -0.4212 0.2699
Si -2.4093 0.8117 -2.4878 0.3374
Si 2.1981 -1.9301 -1.0800 0.2204
Si -2.0350 -2.6422 -0.5609 0.5650
Si -3.7182 0.1925 0.9759 0.7023
F 5.9341 4.3616 1.2973 -0.3472
F 2.0841 1.0202 2.1702 0.5552
N 1.8278 -0.9178 0.3649 0.9345
C -5.2146 -0.2490 -0.0375 -1.2214
C -1.4875 -3.3574 -2.1839 -0.9008
C 3.8287 1.8300 -0.1686 0.5841
C -0.9950 1.0594 -3.6578 -1.0406
C 4.6420 -2.1145 2.5846 -1.1093
C 4.7715 -1.0334 3.4479 -0.6330
C 4.9529 2.4414 0.3670 -1.0034
C -0.2977 3.5549 1.5855 -1.3926
C 2.8121 -1.0434 1.3990 1.5337
C 1.3950 1.8260 -0.8477 -1.1784
C 3.9130 0.0483 3.3125 -1.2328
C 3.6828 -2.1241 1.5809 -0.5811
C 1.2791 -1.3077 -2.5671 -0.8923
C -0.9556 2.4442 1.1289 -0.6858
C -0.0020 2.0122 3.2118 -1.1919
C -3.5436 -0.9144 2.4697 -1.2952
C -4.0608 1.9176 1.5863 -1.2499
C 2.5813 3.8466 0.0827 -0.1734
C -3.6878 -0.2570 -3.3048 -1.1160
C 0.2800 3.2944 2.8801 -0.4854
C -3.0906 2.4791 -2.0288 -1.0213
C 3.9912 -1.7337 -1.5589 -1.4338
C 1.8195 -3.7341 -0.7618 -1.4352
C 2.9848 -0.0170 2.3085 -0.5173
C -0.7450 1.3808 2.1117 1.1034
C 2.6214 2.5098 -0.3053 -0.3165
C 4.8568 3.7588 0.7638 0.3615
C 3.6892 4.4828 0.6192 -0.9448
C -3.8085 -3.2045 -0.4584 -1.3512
C -1.0900 -3.2686 0.9134 -0.6677
H -1.3668 1.7006 -4.4628 0.4423
H -4.9326 1.7978 2.2387 0.4637
H -4.3487 2.5944 0.7823 0.3545
H -1.6772 -3.1060 1.8200 0.3891
H -3.7554 -4.2924 -0.3471 0.4637
H -5.4241 0.5265 -0.7753 0.3097
H -2.6158 -0.7601 3.0218 0.3745
H -3.6050 -1.9718 2.2328 0.3420
H 2.5687 -4.3581 -1.2548 0.5645
H -2.3037 3.1465 -1.6717 0.2888
H -5.1595 -1.2066 -0.5470 0.2501
H -0.9035 -4.3412 0.8234 0.4530
H 3.8952 0.7965 -0.4741 0.2104
H -4.3663 -0.6772 3.1500 0.4912
H 3.6637 5.5235 0.9113 0.4813
H 3.9576 0.9177 3.9532 0.5405
H -3.2727 2.3844 2.1652 0.3790
H -3.8692 2.4295 -1.2699 0.1761
H 4.7093 -1.8243 -0.7464 0.4610
H -0.2694 4.5090 1.0775 0.6409
H -6.0685 -0.2855 0.6456 0.4412
H 1.6484 1.1634 -1.6774 0.4395
H 4.1576 -0.7765 -2.0550 0.3627
H 0.8592 3.9960 3.4595 0.5105
H -4.3372 -3.0051 -1.3925 0.3286
H 0.2707 -0.9597 -2.3617 -0.5321
H -0.4524 -3.2018 -2.4502 0.1319
H 1.8169 -3.9900 0.2971 0.4035
H -4.4933 -0.5653 -2.6421 0.2990
H -0.1289 -2.7689 1.0364 -0.1353
H -1.6580 2.4386 0.3140 0.8936
H -3.2286 -1.1485 -3.7322 0.3202
H -1.6626 -4.4356 -2.1143 0.4571
H -3.5251 2.9358 -2.9220 0.4876
H -4.1320 0.3081 -4.1291 0.4479
H 5.8892 1.9116 0.4786 0.5264
H 5.2957 -2.9692 2.6894 0.4564
H -2.1114 -2.9800 -2.9945 0.2536
H 0.8475 -4.0181 -1.1627 0.3577
H 0.3106 1.5003 4.1085 0.5665
H 3.6185 -2.9902 0.9413 0.3245
H -0.1414 1.5585 -3.2012 0.2379
H 0.6488 2.5443 -1.1854 0.7705
H -1.5011 0.6397 2.3435 -0.5791
H -0.6549 0.1262 -4.1023 0.3094
H 4.2229 -2.5138 -2.2899 0.5172
H -4.4030 -2.8218 0.3624 0.3660
H 1.6705 4.4140 -0.0590 0.5225
H 5.5247 -1.0325 4.2224 0.4370
H 1.8297 -0.4898 -3.0337 0.7332
H 1.2160 -2.1061 -3.3092 0.7191



No. 2
93
Properties=species:S:1:pos:R:3:mulliken_charge:R:1 method="wB97M-V/def2-TZVPD" total_charge=0 spin_multiplicity=2 e_homo_ev="-6.8109 / -6.8114"
Co 0.2561 -0.0611 -0.1380 2.8886
O 0.7061 -1.4467 -1.5665 -0.7905
O -0.8387 3.4523 -1.8615 -0.4730
O -2.5107 -2.6977 1.3759 -0.7267
O 0.0874 -1.9267 -3.6426 -0.7501
O -0.2546 3.5292 0.7074 -0.5968
O -1.6671 -0.9560 0.2837 -0.7594
N -1.6083 1.3121 1.5438 1.5078
N 2.3213 0.4869 0.0316 0.2441
N -0.0836 1.1789 -1.8331 0.1351
N 0.6445 -1.1562 1.7752 0.2294
C 1.3343 0.0907 3.9002 -1.9587
C 1.1495 1.7704 -2.4355 -0.2272
C -1.6371 6.9572 -1.1793 0.3116
C 3.0841 2.7288 0.8058 -1.9587
C -0.7110 5.8838 0.7988 -1.8765
C -2.2123 9.4399 -1.1321 -2.1109
C -1.5326 5.7339 -1.8434 -0.9504
C -1.2012 6.9975 0.1458 -0.1428
C -2.6696 2.0566 0.8317 -1.1045
C -3.7135 7.7887 -2.2362 -1.6274
C -2.2464 8.1334 -1.9277 2.0638
C 0.1065 -1.2114 -2.6612 0.0589
C -1.6512 1.1327 3.0244 2.6897
C -1.5793 -2.0153 1.0021 0.1223
C 0.3206 -0.8022 3.1838 0.4958
C -3.1092 1.1418 3.5117 -2.2506
C 2.8917 -0.1651 1.2099 -0.7388
C 1.9934 2.5022 -1.3709 -1.8218
C 2.0828 -1.4184 1.5579 -1.7143
C 4.3286 1.5072 -0.9663 -1.7494
C -1.0612 4.6186 -1.2037 -0.0482
C -2.4752 1.8474 -0.6745 -0.9326
C -0.6486 4.6227 0.1706 0.5788
C 2.9309 1.7648 -0.3797 1.3965
C -0.1293 -2.3636 1.4105 -0.5964
C 1.9906 0.8436 -3.3121 -1.9875
C -0.6791 0.1416 -2.6966 -0.6293
C -1.4875 8.3721 -3.2440 -1.6780
C -1.1192 -0.2735 3.4167 -2.3422
C -0.9089 2.3094 3.6579 -1.6218
B -1.0455 2.2194 -1.3601 -0.1069
H -2.6710 10.2332 -1.7202 0.4287
H 2.3204 -0.0575 -2.8062 0.3362
H -1.1881 9.7306 -0.9133 0.4288
H -1.8215 5.6358 -2.8769 0.5275
H -0.7479 1.8359 1.2675 -0.8184
H 4.2946 0.8007 -1.7903 0.3773
H 2.8771 0.5440 2.0300 0.6513
H -2.7635 9.3509 -0.2007 0.4083
H -0.7753 0.4947 -3.7292 0.4247
H 1.4472 0.5359 -4.2003 0.5602
H -3.6473 1.6615 1.1104 0.9024
H -0.6786 2.1101 4.7004 0.3202
H -1.9029 9.2359 -3.7622 0.4796
H -0.4356 8.5646 -3.0436 0.3512
H 2.5367 -1.9344 2.4151 0.4123
H -1.8052 -0.9989 2.9802 0.2178
H -3.5964 2.0891 3.2967 0.4187
H -4.2699 7.6598 -1.3098 0.3569
H 4.7709 2.4327 -1.3240 0.4447
H -2.6202 3.1154 1.0963 0.5493
H -1.5247 3.2059 3.6083 0.5222
H -0.3677 5.9634 1.8209 0.4403
H 2.6048 3.2371 -1.8973 0.7115
H 2.3050 -0.3919 3.9683 0.4439
H -1.2451 7.9215 0.6999 0.4370
H 2.1233 2.8919 1.2886 0.3200
H 3.9311 -0.4812 1.0466 0.3742
H 1.2848 3.0499 -0.7539 0.2338
H -3.2311 2.4575 -1.1759 0.5813
H -1.2664 -0.3424 4.4984 0.7933
H 2.1554 -2.0830 0.6953 0.7283
H 3.4320 3.6871 0.4297 0.4233
H -1.6771 -0.1092 -2.3339 0.5635
H -3.6762 0.3314 3.0592 0.4826
H 1.4455 1.0600 3.4290 0.3324
H 0.7975 2.5738 -3.1044 0.7952
H -4.1827 8.5844 -2.8144 0.4475
H 0.2944 -2.7966 0.5019 0.6363
H 2.8653 1.4026 -3.6382 0.4261
H 0.0122 2.5265 3.1260 0.0256
H -3.7844 6.8638 -2.8037 0.3422
H -2.7219 0.8062 -0.8756 0.4740
H -0.1221 -3.1231 2.2034 0.3855
H -1.6262 0.3467 1.0698 -0.0522
H 2.4543 -0.1503 -0.7570 0.3728
H -3.1326 1.0023 4.5883 0.4981
H 3.8132 2.3839 1.5348 0.4698
H 0.9847 0.2444 4.9195 0.5410
H -1.5547 7.5165 -3.9108 0.3199
H 4.9877 1.1055 -0.1981 0.4109
H 0.3315 -1.7559 3.7472 0.2911